No. 1
DFT (ωB97M-V/def2-TZVPD) results for 6 unconnected molecules or ions with the total composition C44H48BrIN3O26P2 in a non-equilibrium geometry.

Geometry as XYZ:
```
125
Properties=species:S:1:pos:R:3:forces:R:3
C -0.8096 2.9059 5.2565 1.03 1.27 0.55
C 0.7896 2.6297 5.4184 -1.74 0.65 1.11
N 1.3113 1.6618 4.3649 1.43 1.68 -0.56
C 2.3205 0.7194 4.9134 1.39 0.23 1.47
C 2.6603 -0.5796 4.0862 1.03 0.28 -0.70
C 1.5087 -1.3838 3.3546 1.12 -1.86 0.72
N 0.8994 -0.6758 2.1459 -0.82 0.09 -0.23
C -0.4270 -1.3108 1.7338 -0.57 -0.55 -0.80
C -0.9897 -0.7047 0.3314 0.57 -0.54 0.32
C -1.9817 -1.8167 -0.2659 -0.19 -1.24 -0.52
O -3.3235 -1.3476 -0.5304 0.48 -0.75 0.92
C -1.4207 -1.1388 2.9672 -2.12 0.65 -1.12
C -2.0280 0.3743 3.0788 -0.04 -1.28 0.94
C -3.4091 0.5569 2.2996 1.02 5.05 -2.89
O -3.5253 1.5919 1.5864 0.22 -4.58 3.08
Br -4.9630 -0.6568 2.3888 1.47 0.47 0.38
O -0.9090 -1.4491 4.2752 1.13 -0.50 -1.85
C 0.3864 -2.0823 4.2933 -0.66 0.08 1.69
P 0.2831 -3.9597 3.8046 -0.72 -0.95 -2.19
N 1.8174 -4.6413 4.4186 -1.39 0.86 0.05
O -1.0643 -4.7040 4.5427 1.22 1.10 -0.10
P 0.8958 -2.1363 6.1644 1.15 -0.62 1.12
O 0.4142 -3.6112 6.8733 -1.14 2.29 -1.29
I -0.5817 -0.4550 7.2731 0.13 -0.69 -0.36
C 1.8265 2.5272 3.2983 -1.18 2.52 -2.51
C 3.2202 2.2832 2.5084 -0.13 -0.88 0.68
O 1.1546 3.5252 2.8782 2.10 -3.77 1.94
H -1.1180 2.9569 4.1623 0.39 -0.20 1.57
H -0.9639 3.9649 5.6979 0.05 -1.69 -0.75
H -1.4262 2.1945 5.8998 0.84 0.77 -1.18
H 1.3731 3.6280 5.4034 -0.99 -1.67 -0.27
H 0.9109 2.2265 6.4842 0.12 0.14 -1.74
H 2.0392 0.4480 6.0020 0.14 0.34 -1.96
H 3.3069 1.3207 5.0336 -1.32 -1.27 -0.07
H 3.2303 -1.3094 4.7800 -1.15 1.12 -1.08
H 3.4455 -0.2917 3.2826 -1.35 -0.57 1.10
H 2.0468 -2.2890 2.8599 -0.80 1.48 0.68
H 0.6869 0.3210 2.3140 0.39 -0.20 0.33
H 1.5152 -0.7279 1.3125 0.03 0.13 0.77
H -0.1634 -2.4078 1.4752 -0.50 1.65 0.95
H -1.4347 0.3387 0.4319 0.36 -1.50 -0.13
H -0.0927 -0.6052 -0.3917 -1.28 -0.15 1.13
H -1.5775 -2.2545 -1.2593 -0.33 0.90 1.59
H -2.0549 -2.7333 0.4413 0.34 1.51 -0.89
H -3.9570 -2.0178 -0.1708 0.76 0.95 -0.52
H -2.3474 -1.7998 2.7449 1.57 0.78 0.36
H -1.2413 1.1699 2.7996 -1.64 -1.04 0.05
H -2.2510 0.5392 4.2012 0.29 -0.38 -1.73
H 2.5299 -4.3292 3.7364 -0.52 -0.71 0.47
H 1.7694 -5.6665 4.4824 0.14 0.63 -0.14
H -1.8275 -4.7030 3.9109 1.21 0.01 0.56
H -0.5614 -3.5621 7.0047 0.68 -0.51 -0.02
H 3.1634 1.3344 1.8352 0.08 1.76 1.02
H 3.4730 3.2138 1.9024 -0.70 -1.35 0.81
H 4.0806 2.0934 3.2387 -1.17 0.23 -0.97
C 5.9460 1.0546 -0.4256 -0.54 -0.42 0.26
C 6.4870 1.7591 -1.4249 1.34 0.65 0.73
C 5.8513 1.8068 -2.7738 -0.28 0.07 -0.77
O 6.3578 2.4737 -3.6555 0.08 -0.15 0.52
C 4.6240 1.0300 -2.9796 0.04 0.06 -0.22
C 4.0898 0.3256 -1.9831 -0.67 -0.22 -0.63
C 4.7070 0.3002 -0.6304 0.69 0.30 0.31
O 4.1733 -0.3431 0.2665 -0.50 -0.06 -0.05
O 2.9470 -0.4027 -2.1651 0.61 0.54 0.98
O 7.6361 2.4615 -1.2509 -1.30 -0.59 -0.73
H 6.3944 1.0137 0.5583 0.01 0.01 -0.05
H 4.1788 1.0571 -3.9660 -0.05 0.05 0.02
H 2.7658 -0.8190 -1.3013 0.12 -0.05 -0.23
H 7.8173 2.8828 -2.1147 0.07 0.01 0.13
C -0.0318 5.8957 -1.4279 -0.20 -0.18 0.24
C 0.9719 5.4740 -2.2025 0.22 1.24 -0.55
C 1.4017 4.0466 -2.2054 0.13 -0.58 0.13
O 2.3086 3.6871 -2.9370 -0.05 0.32 0.04
C 0.7080 3.1189 -1.3098 0.33 -0.01 -0.26
C -0.2902 3.5383 -0.5338 -0.18 -1.20 0.59
C -0.7414 4.9589 -0.5484 -0.24 0.96 -0.04
O -1.6694 5.3025 0.1610 0.25 -0.51 -0.04
O -0.9348 2.6798 0.3026 0.19 1.15 -0.43
O 1.6421 6.3310 -3.0211 -0.25 -1.30 0.57
H -0.3560 6.9277 -1.4169 0.00 -0.05 -0.01
H 1.0432 2.0897 -1.3094 0.00 0.00 -0.07
H -1.6162 3.2170 0.7567 -0.05 -0.16 -0.02
H 2.3154 5.7862 -3.4735 -0.07 0.18 0.00
C -10.6843 -3.3028 1.8887 -0.11 0.21 0.26
C -9.6468 -3.5933 1.1005 -0.60 -1.04 -0.65
C -8.3819 -2.8062 1.1598 0.50 0.52 0.15
O -7.4458 -3.1114 0.4381 -0.26 -0.18 0.04
C -8.3170 -1.6788 2.0941 0.16 -0.35 -0.32
C -9.3554 -1.3856 2.8801 0.60 1.21 0.71
C -10.6104 -2.1896 2.8405 -0.75 -0.52 -0.11
O -11.5310 -1.9044 3.5853 0.46 0.22 -0.06
O -9.3096 -0.3408 3.7498 -0.58 -1.14 -0.64
O -9.7016 -4.6222 0.2104 0.65 1.05 0.63
H -11.6068 -3.8672 1.8572 0.04 0.02 0.00
H -7.3999 -1.1058 2.1136 -0.28 0.00 -0.03
H -10.1775 -0.3394 4.2002 0.12 0.06 -0.02
H -8.8322 -4.6272 -0.2353 -0.16 -0.06 0.01
C 4.4497 -4.1279 -6.5735 -0.01 0.29 -0.16
C 4.1831 -4.6063 -5.3558 0.32 -1.29 -0.27
C 3.6998 -3.7171 -4.2609 -0.18 0.44 0.33
O 3.4476 -4.1904 -3.1647 0.12 -0.12 -0.27
C 3.5505 -2.2874 -4.5516 -0.05 -0.15 0.18
C 3.8203 -1.8095 -5.7679 -0.19 0.94 0.36
C 4.2770 -2.7018 -6.8701 0.26 -0.53 -0.66
O 4.4963 -2.2320 -7.9723 -0.13 0.25 0.45
O 3.6871 -0.4796 -6.0506 0.65 -1.53 -0.44
O 4.3410 -5.9273 -5.0650 -0.34 1.30 0.33
H 4.7988 -4.7623 -7.3773 -0.02 0.02 0.03
H 3.2159 -1.6483 -3.7433 0.03 -0.15 -0.18
H 3.9393 -0.3864 -6.9921 -0.06 0.04 0.07
H 4.0834 -6.0198 -4.1274 0.05 -0.08 -0.16
C 0.0792 2.5841 -5.4494 -0.33 0.25 -0.05
C 0.6185 1.4101 -5.7872 1.17 0.13 1.05
C -0.0137 0.5314 -6.8126 -0.49 -0.37 -0.59
O 0.5166 -0.5260 -7.1098 0.15 0.25 0.33
C -1.2678 0.9824 -7.4250 0.33 -0.27 0.07
C -1.8084 2.1553 -7.0840 -1.14 -0.10 -0.87
C -1.1616 3.0460 -6.0784 0.40 0.42 0.52
O -1.6734 4.1179 -5.8042 -0.13 -0.33 -0.24
O -2.9728 2.5848 -7.6420 1.13 0.11 0.87
O 1.7701 0.9680 -5.2072 -1.63 0.03 -0.80
H 0.5304 3.2299 -4.7082 0.02 -0.04 -0.09
H -1.7259 0.3281 -8.1545 0.02 0.03 0.01
H -3.1514 3.4548 -7.2337 -0.04 -0.10 -0.11
H 1.9550 0.0968 -5.6189 0.18 0.35 0.08
```
Forces are in eV/Å.

Results
HOMO: -10.80 eV
Max |F|: 5.9 eV Å⁻¹
Energy: -200820.29992 eV
Total charge: +1
Orbital gap: 0.251 Ha

***

No. 2
DFT (ωB97M-V/def2-TZVPD) results for 10 unconnected molecules or ions with the total composition C44H48Cl4N8 in a non-equilibrium geometry.

Geometry as XYZ:
```
104
Properties=species:S:1:pos:R:3:forces:R:3
C -0.1478 -8.1838 2.3431 -0.95 0.57 0.34
C -0.0288 -9.5006 2.7836 0.35 0.63 -1.35
C 1.2044 -10.0878 2.5951 0.83 -0.07 0.02
N 2.2591 -9.4561 2.0327 -0.95 -0.90 0.87
C 2.0653 -8.1923 1.7256 1.44 0.53 -1.44
C 0.9282 -7.4512 1.8464 -1.16 -0.91 0.95
H -1.1507 -7.7863 2.3933 -0.03 0.47 -0.02
H -0.9254 -10.0653 2.9925 0.15 -0.07 0.50
H 1.3666 -11.1142 2.8894 0.10 -0.18 -0.06
H 2.8448 -7.7169 1.1487 0.67 0.01 0.25
H 0.9503 -6.4105 1.5586 -0.45 -0.06 -0.06
C 8.7942 -0.2586 -3.5507 1.13 -0.12 0.49
C 7.8939 0.0460 -4.5303 -2.03 1.18 -1.34
C 8.0164 1.1549 -5.4089 4.25 -0.50 3.01
N 9.1838 1.9352 -5.2610 -0.97 -0.88 0.80
C 10.0858 1.6534 -4.2306 -2.73 -1.23 -1.61
C 9.9180 0.5161 -3.4031 0.41 1.96 -0.58
H 8.7684 -1.0587 -2.8258 -0.88 -0.35 -0.26
H 6.9180 -0.4132 -4.5861 0.07 -0.69 0.07
H 7.2273 1.3220 -6.1272 0.43 0.60 -0.26
H 10.8994 2.3507 -4.0958 0.04 0.02 -0.20
H 10.5762 0.3350 -2.5662 0.28 -0.01 -0.12
C 5.1955 3.4216 10.0064 -0.65 1.05 -0.82
C 4.8603 3.1638 8.6798 0.11 -1.23 -0.42
C 4.9406 1.8339 8.2197 -0.20 0.28 0.95
N 5.2813 0.8096 9.0113 0.62 0.63 0.66
C 5.5831 1.1135 10.2860 0.33 0.45 -0.30
C 5.4952 2.3955 10.8487 0.48 -1.26 -0.25
H 5.2457 4.4446 10.3489 -0.23 0.12 0.11
H 4.5233 3.9204 7.9868 0.26 0.23 0.08
H 4.7688 1.5411 7.1944 -0.26 0.30 -0.18
H 6.1162 0.3667 10.8556 -0.55 -0.55 0.17
H 5.7506 2.5604 11.8851 0.10 -0.03 0.01
C -2.4566 7.4537 4.9478 0.27 -0.36 0.81
C -3.2285 7.4920 3.8119 -0.55 -0.46 -0.17
C -3.7947 6.2919 3.3062 0.54 0.02 1.17
N -3.6043 5.1008 3.8911 1.85 0.55 1.90
C -2.7671 5.0695 5.0170 -1.54 2.35 -0.77
C -2.1812 6.2569 5.5889 -1.51 -2.39 -1.22
H -2.1786 8.3594 5.4664 0.20 0.27 -0.30
H -3.4635 8.4975 3.4955 -0.31 -0.21 -0.72
H -4.5402 6.2377 2.5267 0.17 0.47 -0.37
H -2.8743 4.1747 5.6121 0.59 -0.33 -0.24
H -1.7355 6.1906 6.5704 0.29 0.09 -0.11
C 2.4212 9.3689 -2.8628 0.05 -1.32 -0.57
C 3.2159 10.3729 -3.3340 0.82 0.51 -0.51
C 4.2620 10.0892 -4.2324 -0.84 -2.23 -0.34
N 4.4652 8.8298 -4.6940 -0.10 -0.34 1.26
C 3.6897 7.7916 -4.2033 -0.76 2.91 -1.20
C 2.5939 8.0591 -3.3970 0.31 0.66 0.60
H 1.6940 9.6461 -2.1140 -0.44 -0.39 -0.18
H 2.9510 11.3882 -3.0783 0.41 0.17 0.22
H 4.9069 10.8387 -4.6669 -0.05 0.18 0.06
H 3.7238 6.8393 -4.7116 0.62 -0.11 0.08
H 1.8669 7.2702 -3.2724 0.00 -0.04 0.56
C -7.2778 -2.3346 7.8758 -0.91 -0.45 -0.63
C -6.7498 -1.3826 7.0493 0.89 0.28 -2.00
C -6.4464 -1.7044 5.6981 -1.58 -1.32 0.72
N -6.8526 -2.8654 5.1166 0.28 -0.29 1.08
C -7.4511 -3.8076 5.9016 1.03 2.22 2.24
C -7.6507 -3.5644 7.3104 0.27 0.00 -1.42
H -7.5006 -2.0161 8.8834 -0.08 -0.52 0.24
H -6.6013 -0.3603 7.3643 0.34 -0.03 0.26
H -5.9300 -1.0052 5.0571 -0.08 0.09 -0.09
H -7.6591 -4.7949 5.5164 -0.24 0.18 -0.45
H -8.1413 -4.3155 7.9117 0.09 -0.14 0.04
C 0.7862 -10.1998 -5.0829 1.44 -0.33 1.04
C 0.3541 -11.3805 -5.6275 -1.73 -0.31 -0.84
C -0.9253 -11.3719 -6.2054 0.10 0.97 -0.29
N -1.7118 -10.2612 -6.3814 1.17 -0.04 1.42
C -1.2018 -9.1338 -5.8464 1.76 -0.35 0.31
C 0.0800 -9.0570 -5.2235 -2.25 0.32 -0.58
H 1.6186 -10.1811 -4.3950 0.59 -0.09 -0.37
H 0.9256 -12.2968 -5.6365 -0.02 -0.02 0.37
H -1.3567 -12.3131 -6.5127 -0.10 0.01 -0.36
H -1.7103 -8.1834 -5.7789 -0.89 -0.21 -0.74
H 0.4165 -8.1287 -4.7860 -0.08 0.05 0.03
C -3.0683 1.7647 -7.5875 0.11 -0.23 0.00
C -2.1635 0.7243 -7.7841 -1.00 0.06 0.09
C -0.8344 1.0141 -7.8222 1.18 1.22 -0.21
N -0.3469 2.2573 -7.7305 -0.68 1.21 -0.02
C -1.2418 3.2854 -7.6263 0.66 -1.51 0.48
C -2.5986 3.0779 -7.5059 -0.35 -0.75 -0.58
H -4.1152 1.5148 -7.4988 -0.16 0.22 -0.08
H -2.4523 -0.3047 -7.9397 -0.35 0.00 0.19
H -0.0977 0.2402 -7.9794 0.11 -0.14 0.08
H -0.9035 4.3071 -7.5363 0.61 -0.05 -0.21
H -3.2631 3.9290 -7.4816 -0.14 -0.05 0.29
Cl -7.4191 -0.5308 -3.1082 -0.30 0.03 -0.01
C -8.6141 0.2050 -1.9836 1.77 1.20 0.85
C -7.9493 1.4743 -1.3174 -0.90 -0.77 1.29
Cl -7.4581 2.7117 -2.4045 0.33 0.93 -1.30
H -8.7476 -0.5400 -1.1992 -0.45 0.15 -0.16
H -9.5118 0.4720 -2.5411 0.13 -0.14 0.19
H -7.1086 1.3365 -0.6374 0.30 -1.08 -0.55
H -8.5964 1.9801 -0.6009 -0.88 -0.31 -0.32
Cl -0.7070 -1.4990 -1.5949 0.36 0.29 -0.23
C -0.1594 0.2291 -1.6120 -0.15 -0.74 0.59
C -0.0587 0.7304 -0.1976 -0.71 0.87 0.70
Cl 1.0059 -0.2004 0.9178 -0.29 0.39 -0.61
H -0.9832 0.7265 -2.1240 0.43 0.32 -0.06
H 0.8107 0.3419 -2.0961 -0.30 -0.33 -0.32
H -1.0424 0.8236 0.2626 -0.05 -0.71 0.09
H 0.2362 1.7797 -0.1923 0.69 -0.10 -0.16
```
Forces are in eV/Å.

Results
HOMO: -9.51 eV
Energy relative to the best compared isomer or geometry (same formula, charge and spin): 3.3276 eV
Max |F|: 5.2 eV Å⁻¹
Energy: -108411.70783 eV
SMILES: c1ccncc1.c1ccncc1.c1ccncc1.c1ccncc1.c1ccncc1.c1ccncc1.c1ccncc1.c1ccncc1.ClCCCl.ClCCCl
Orbital gap: 0.362 Ha